No. 1
# C3H7O3Y

A structure of composition C3H7O3Y at a distorted geometry (wB97M-V/def2-TZVPD, the Open Molecules 2025 dataset).

As for the HOMO energy (alpha / beta): -0.536 / -0.529 hartree. The gap between HOMO and LUMO (alpha / beta) is 9.27 / 8.51 eV. Its total charge is +1. Its total energy is -10401.551 eV. The calculation puts the energy above the lowest of the compared OMol25 structures with the same formula, charge and spin at 0.8325 eV. Its multiplicity is 2.

```
14
Properties=species:S:1:pos:R:3:mulliken_charge:R:1
O 0.39 2.08 -0.11 -0.703
C -0.85 1.45 -0.19 -0.249
C -0.88 0.22 0.71 -0.458
O 0.30 -0.57 0.47 -0.450
C 0.13 -1.67 -0.40 -0.688
H -1.08 1.14 -1.23 0.271
H -1.68 2.11 0.12 0.351
H -1.77 -0.40 0.56 0.428
H -0.83 0.53 1.77 0.278
H -0.45 -2.46 0.10 0.280
H -0.37 -1.36 -1.33 0.380
Y 2.02 0.94 0.24 1.813
O 3.91 0.02 -0.03 -0.557
H 1.15 -2.04 -0.66 0.305
```

No. 2
# C6H12O

A cluster of 2 separate species, C6H12O in total at a distorted geometry (wB97M-V/def2-TZVPD, the Open Molecules 2025 dataset).

As for the HOMO energy: -0.326 hartree. The gap between HOMO and LUMO is 9.98 eV. Its total energy is -8462.026 eV. The calculation puts the energy above the lowest of the compared OMol25 structures with the same formula, charge and spin at 2.3280 eV.

```
19
Properties=species:S:1:pos:R:3:nbo_charge:R:1
C -0.73 1.88 1.15 -0.390
C -0.79 0.56 0.97 -0.196
C -1.23 -0.06 -0.32 -0.487
C -1.09 -1.57 -0.58 -0.611
H -0.49 2.31 2.11 0.202
H -0.86 2.57 0.32 0.200
H -0.73 -0.13 1.81 0.196
H -1.08 0.55 -1.21 0.220
H -2.26 0.12 0.00 0.247
H -2.03 -1.91 -1.02 0.216
H -0.30 -1.89 -1.26 0.203
H -0.95 -2.12 0.36 0.208
C 2.02 -0.55 0.00 -0.735
C 1.43 0.60 -0.78 0.437
O 1.39 1.72 -0.36 -0.526
H 1.58 -0.63 1.00 0.245
H 1.93 -1.51 -0.52 0.217
H 3.08 -0.31 0.13 0.247
H 1.09 0.37 -1.81 0.107
```

No. 3
# C21H43O16

A cluster of 6 separate species, C21H43O16 in total at a distorted geometry (wB97M-V/def2-TZVPD, the Open Molecules 2025 dataset).

As for the HOMO energy: -0.094 hartree. The gap between HOMO and LUMO is 4.92 eV. Its total charge is -1. Its total energy is -55227.508 eV. The calculation puts the energy above the lowest of the compared OMol25 structures with the same formula, charge and spin at 6.2402 eV.

```
80
Properties=species:S:1:pos:R:3:mulliken_charge:R:1
C 0.46 0.57 0.47 1.505
O 1.10 0.54 1.73 -0.981
H -0.01 -0.41 0.33 0.072
H -0.36 1.29 0.51 -0.507
H 1.12 0.85 -0.34 -0.582
C 1.70 2.31 -1.84 -0.478
C 2.65 2.18 -3.01 -1.054
O 2.07 2.63 -4.19 -0.293
C 1.15 1.89 -4.86 0.716
O 0.53 0.83 -4.50 -0.591
O 0.96 2.49 -6.05 -0.322
C -0.07 2.09 -6.90 -0.691
H 2.17 1.94 -0.93 0.460
H 0.86 1.63 -1.94 0.283
H 1.27 3.30 -1.66 0.707
H 2.83 1.12 -3.13 0.369
H 3.62 2.64 -2.84 0.270
H -1.08 2.14 -6.51 0.299
H 0.03 1.10 -7.35 0.307
H 0.02 2.67 -7.82 0.268
C -1.06 -2.29 -0.98 0.727
C -1.59 -3.70 -0.58 -0.462
O -2.54 -3.66 0.49 -0.348
C -2.21 -3.40 1.79 0.835
O -1.16 -3.00 2.26 -0.519
O -3.25 -3.72 2.56 -0.415
C -3.28 -3.48 3.94 -0.444
H -1.84 -1.65 -1.40 0.313
H -0.27 -2.49 -1.70 0.357
H -0.68 -1.86 -0.06 -1.193
H -0.79 -4.29 -0.14 0.343
H -2.08 -4.19 -1.42 0.284
H -2.37 -3.81 4.45 0.292
H -4.18 -3.97 4.30 0.259
H -3.38 -2.40 4.09 0.088
C -1.67 3.59 -1.12 -0.888
C -0.68 4.75 -1.08 -0.612
O 0.48 4.35 -0.37 -0.385
C 0.62 4.59 0.88 0.803
O -0.09 5.32 1.57 -0.660
O 1.79 4.07 1.44 -0.328
C 2.62 3.15 0.72 -0.146
H -2.29 3.54 -0.22 0.349
H -1.22 2.60 -1.26 0.092
H -2.49 3.67 -1.83 0.518
H -1.22 5.62 -0.69 0.481
H -0.36 5.07 -2.07 0.292
H 2.13 2.38 0.12 -0.376
H 3.22 2.53 1.39 0.260
H 3.27 3.61 -0.03 0.400
C -2.91 2.44 5.13 -1.204
C -2.33 1.04 4.66 -0.250
O -2.39 0.83 3.23 -0.375
C -1.83 -0.24 2.68 0.621
O -1.23 -1.06 3.37 -0.523
O -1.97 -0.22 1.29 0.181
C -2.76 0.72 0.65 -0.982
H -2.56 2.55 6.15 0.376
H -4.00 2.45 5.12 0.305
H -2.52 3.37 4.70 0.330
H -2.92 0.24 5.11 0.236
H -1.32 0.94 5.06 0.316
H -2.39 1.74 0.76 0.148
H -3.77 0.68 1.05 0.430
H -2.89 0.54 -0.42 0.230
C 1.53 -2.02 -0.17 0.596
C 2.90 -2.28 -0.80 -0.449
O 2.94 -3.66 -1.17 -0.393
C 3.29 -4.61 -0.20 0.772
O 3.59 -4.35 0.98 -0.580
O 3.21 -5.86 -0.73 -0.341
C 3.79 -6.91 0.10 -0.624
H 1.37 -0.97 0.08 -1.263
H 1.45 -2.55 0.78 0.372
H 0.63 -2.36 -0.68 0.077
H 3.74 -2.01 -0.16 0.408
H 3.07 -1.74 -1.73 0.108
H 4.85 -6.78 0.31 0.290
H 3.69 -7.87 -0.40 0.214
H 3.27 -6.82 1.06 0.303
```